Entry 1:
{"formula": "C23H47GeIrN6O5", "method": "the ωB97M-V functional and the def2-TZVPD basis", "e_homo_ev": [-18.7, -18.7], "s_squared": 6.017, "spin_multiplicity": 5, "total_charge": 4, "fmax_ev_per_a": 0.15, "relative_energy_kcal_mol": 16.96, "lumo_ev": [-10.38, -13.01], "symbols": ["Ir", "C", "C", "C", "C", "O", "Ge", "O", "C", "C", "C", "C", "O", "C", "C", "C", "C", "H", "H", "H", "H", "H", "H", "H", "H", "H", "H", "H", "H", "H", "H", "H", "H", "H", "H", "H", "H", "H", "H", "H", "H", "H", "H", "H", "N", "C", "C", "C", "C", "N", "C", "N", "N", "C", "O", "O", "H", "H", "H", "H", "H", "H", "H", "H", "H", "H", "H", "H", "H", "H", "N", "C", "C", "C", "N", "C", "C", "H", "H", "H", "H", "H", "H"], "xyz": [[0.817, 0.299, -1.651], [-0.089, 0.105, 3.935], [-0.817, -0.587, 2.787], [-2.234, -0.012, 2.571], [-1.018, -2.063, 3.136], [-0.127, -0.389, 1.555], [1.264, -1.455, 0.994], [0.400, -1.527, -0.870], [-0.230, -2.689, -1.540], [-1.104, -2.142, -2.653], [0.893, -3.561, -2.076], [-1.054, -3.413, -0.490], [1.983, 0.193, 0.012], [3.003, 1.149, 0.516], [4.149, 1.152, -0.477], [2.330, 2.506, 0.600], [3.444, 0.658, 1.884], [-0.692, 0.093, 4.845], [0.171, 1.135, 3.704], [0.827, -0.445, 4.155], [-2.585, 0.640, 3.367], [-2.967, -0.776, 2.323], [-3.214, 1.075, 1.095], [-1.659, -2.165, 4.014], [-0.065, -2.528, 3.395], [-1.477, -2.612, 2.313], [-0.507, -1.602, -3.396], [-1.883, -1.488, -2.250], [-1.603, -2.956, -3.178], [1.483, -3.025, -2.822], [0.476, -4.447, -2.554], [1.550, -3.894, -1.272], [-1.815, -2.754, -0.069], [-0.422, -3.803, 0.312], [-1.558, -4.266, -0.943], [3.813, 1.469, -1.467], [4.609, 0.166, -0.546], [4.918, 1.852, -0.150], [2.003, 2.831, -0.395], [3.035, 3.252, 0.968], [1.484, 2.471, 1.288], [3.903, -0.331, 1.826], [2.609, 0.639, 2.588], [4.195, 1.337, 2.288], [-1.077, 1.624, -1.322], [-1.329, 2.612, -0.239], [-2.651, 3.392, -0.481], [-2.998, 4.534, 0.495], [-2.424, 5.901, 0.114], [-3.005, 6.914, 0.992], [-2.930, 8.243, 0.814], [-3.540, 9.053, 1.667], [-2.243, 8.748, -0.204], [-1.359, 2.031, 1.156], [-0.915, 2.473, 2.136], [-2.284, 0.837, 1.274], [-1.080, 2.166, -2.187], [-1.876, 0.995, -1.414], [-0.480, 3.296, -0.217], [-3.476, 2.672, -0.490], [-2.606, 3.782, -1.502], [-2.691, 4.287, 1.516], [-4.086, 4.626, 0.507], [-2.689, 6.116, -0.926], [-1.334, 5.915, 0.207], [-3.581, 6.596, 1.756], [-4.042, 8.707, 2.469], [-3.509, 10.055, 1.555], [-1.796, 8.166, -0.888], [-2.181, 9.744, -0.344], [4.328, -0.599, -6.649], [3.583, -0.377, -5.586], [2.431, 0.462, -5.642], [1.693, 0.666, -4.525], [1.992, 0.100, -3.314], [3.096, -0.710, -3.255], [3.889, -0.963, -4.324], [4.112, -0.185, -7.545], [5.144, -1.192, -6.611], [2.142, 0.938, -6.569], [0.818, 1.301, -4.561], [3.318, -1.149, -2.291], [4.750, -1.608, -4.209]], "lowdin_charge": [1.559, -0.004, -0.620, 0.078, -0.024, -0.347, 1.167, -0.507, -0.646, -0.032, -0.004, -0.023, -0.501, -0.636, -0.018, -0.021, -0.033, 0.113, 0.077, 0.102, 0.155, 0.151, 0.191, 0.119, 0.093, 0.081, 0.070, 0.080, 0.117, 0.077, 0.116, 0.099, 0.085, 0.086, 0.117, 0.077, 0.100, 0.115, 0.075, 0.116, 0.073, 0.094, 0.075, 0.119, -0.005, -0.246, -0.107, -0.147, -0.162, 0.085, -0.409, 0.234, 0.237, -0.298, 0.256, 0.059, 0.110, 0.108, 0.156, 0.129, 0.137, 0.121, 0.137, 0.134, 0.137, 0.159, 0.144, 0.150, 0.121, 0.151, 0.236, -0.246, 0.037, -0.116, -0.188, -0.134, 0.043, 0.151, 0.152, 0.139, 0.115, 0.116, 0.141]}



Entry 2:
{"formula": "C23H48BF2O8P2SSi", "method": "the ωB97M-V functional and the def2-TZVPD basis", "e_homo_ev": -4.0, "total_charge": -1, "fmax_ev_per_a": 5.31, "lumo_ev": 2.18, "symbols": ["C", "Si", "C", "C", "C", "C", "F", "F", "B", "S", "C", "C", "C", "C", "C", "C", "H", "H", "H", "H", "H", "H", "H", "H", "H", "H", "H", "H", "H", "H", "H", "H", "H", "H", "O", "P", "O", "C", "C", "O", "C", "C", "O", "C", "C", "H", "H", "H", "H", "H", "H", "H", "H", "H", "H", "H", "H", "H", "H", "H", "O", "P", "O", "C", "C", "O", "C", "C", "O", "C", "C", "H", "H", "H", "H", "H", "H", "H", "H", "H", "H", "H", "H", "H", "H", "H"], "xyz": [[-4.842, 2.571, -2.049], [-3.383, 3.278, -3.003], [-3.913, 4.848, -3.895], [-2.021, 3.750, -1.763], [-0.633, 3.332, -2.307], [0.515, 3.696, -1.367], [0.698, 5.066, -1.326], [0.087, 3.232, -0.103], [1.865, 2.850, -1.740], [2.227, 2.732, -3.648], [-2.663, 2.073, -4.254], [-2.334, 0.765, -3.909], [-1.764, -0.132, -4.794], [-1.508, 0.299, -6.086], [-1.825, 1.588, -6.478], [-2.398, 2.465, -5.566], [-4.541, 1.790, -1.350], [-5.295, 3.387, -1.477], [-5.625, 2.192, -2.710], [-4.138, 5.659, -3.198], [-4.802, 4.722, -4.519], [-3.082, 5.187, -4.520], [-2.045, 4.841, -1.696], [-2.273, 3.252, -0.826], [-0.580, 2.247, -2.388], [-0.509, 3.802, -3.281], [2.840, 3.321, -1.184], [1.695, 1.700, -1.383], [2.077, 3.976, -4.130], [-2.538, 0.457, -2.885], [-1.522, -1.125, -4.438], [-1.063, -0.371, -6.813], [-1.615, 1.912, -7.489], [-2.626, 3.467, -5.909], [0.380, -3.542, -0.478], [-0.757, -4.107, 0.266], [-1.906, -4.535, -0.791], [-1.584, -4.951, -2.117], [-1.636, -6.461, -2.249], [-1.450, -2.858, 1.002], [-0.779, -1.597, 1.135], [-1.270, -0.620, 0.091], [-1.177, -5.078, 1.472], [-0.939, -6.488, 1.374], [0.511, -6.821, 1.086], [-0.606, -4.579, -2.425], [-2.326, -4.498, -2.776], [-0.858, -6.931, -1.643], [-1.483, -6.758, -3.287], [-2.599, -6.847, -1.912], [0.302, -1.720, 1.079], [-1.012, -1.225, 2.134], [-1.137, -1.018, -0.915], [-0.736, 0.330, 0.162], [-2.338, -0.432, 0.224], [-1.605, -6.919, 0.622], [-1.230, -6.912, 2.335], [0.826, -6.417, 0.119], [0.659, -7.901, 1.067], [1.161, -6.390, 1.848], [4.251, 0.752, 3.277], [3.124, 0.422, 4.163], [3.355, 1.169, 5.583], [4.040, 2.417, 5.661], [3.067, 3.572, 5.804], [3.369, -1.128, 4.573], [4.275, -1.947, 3.839], [5.599, -2.057, 4.565], [1.547, 0.214, 4.265], [0.655, 1.336, 4.126], [0.856, 2.103, 2.838], [4.683, 2.574, 4.794], [4.685, 2.367, 6.540], [2.455, 3.677, 4.907], [3.606, 4.508, 5.959], [2.396, 3.410, 6.649], [4.414, -1.570, 2.827], [3.812, -2.933, 3.759], [6.028, -1.070, 4.741], [6.311, -2.652, 3.989], [5.459, -2.528, 5.540], [0.754, 1.985, 5.000], [-0.353, 0.922, 4.154], [1.857, 2.544, 2.782], [0.128, 2.909, 2.753], [0.746, 1.447, 1.975]], "lowdin_charge": [-0.183, 0.586, -0.187, -0.223, -0.217, -0.556, 0.014, -0.038, -0.750, 0.518, -0.254, -0.105, -0.080, -0.097, -0.091, -0.096, 0.020, 0.027, 0.024, 0.027, 0.028, 0.025, 0.076, 0.067, 0.093, 0.100, 0.009, 0.020, -0.219, 0.098, 0.098, 0.097, 0.097, 0.087, -0.216, 0.467, -0.178, -0.278, -0.079, -0.194, -0.273, -0.062, -0.169, -0.270, -0.083, 0.108, 0.119, 0.060, 0.077, 0.078, 0.108, 0.112, 0.075, 0.070, 0.076, 0.102, 0.118, 0.066, 0.080, 0.085, -0.218, 0.479, -0.182, -0.282, -0.077, -0.200, -0.292, -0.080, -0.171, -0.259, -0.071, 0.108, 0.115, 0.064, 0.077, 0.077, 0.107, 0.113, 0.074, 0.073, 0.072, 0.101, 0.115, 0.076, 0.088, 0.076]}